1.
This record from the Open Molecules 2025 dataset describes a cluster of 13 separate species, C30H67BN12O29 in total at a distorted geometry. The level of theory is ωB97M-V with the def2-TZVPD basis set.

Last column: Löwdin charge in e.
CARTESIAN COORDINATES (ANGSTROEM)
C (1.992, 3.751, 0.035)  -0.078
O (0.900, 3.070, -0.571)  -0.193
C (-0.224, 3.899, -0.836)  -0.214
C (-1.107, 4.216, 0.390)  -0.171
C (-0.789, 3.337, 1.595)  -0.201
C (-1.862, 3.493, 2.697)  -0.180
C (-1.286, 3.746, 4.091)  -0.215
C (-1.076, 2.476, 4.895)  -0.209
C (-0.137, 1.454, 4.256)  -0.204
C (1.242, 1.977, 3.821)  -0.185
C (2.402, 1.021, 4.160)  -0.198
C (2.852, 0.122, 3.011)  -0.190
C (1.669, -0.621, 2.377)  -0.168
C (1.808, -1.198, 0.935)  -0.076
C (0.557, -1.979, 0.637)  -0.034
C (0.331, -3.167, 0.010)  0.086
B (1.242, -4.275, -0.691)  -0.441
C (2.781, -4.447, -0.614)  -0.004
O (0.606, -5.238, -1.420)  0.142
C (-1.129, -3.415, 0.080)  -0.346
O (-1.800, -4.358, -0.314)  0.129
O (-1.738, -2.368, 0.758)  0.137
C (-0.780, -1.441, 1.069)  -0.340
O (-1.080, -0.376, 1.588)  0.118
H (2.114, 3.424, 1.067)  0.072
H (2.891, 3.549, -0.527)  0.058
H (1.811, 4.825, 0.063)  0.095
H (-0.822, 3.403, -1.598)  0.117
H (0.103, 4.834, -1.290)  0.086
H (-2.156, 4.068, 0.141)  0.114
H (-0.944, 5.248, 0.651)  0.079
H (0.131, 3.708, 2.032)  0.083
H (-0.663, 2.303, 1.287)  0.102
H (-2.431, 4.384, 2.433)  0.100
H (-2.560, 2.656, 2.701)  0.114
H (-2.011, 4.348, 4.643)  0.104
H (-0.383, 4.353, 4.032)  0.104
H (-0.766, 2.676, 5.922)  0.111
H (-2.051, 1.987, 4.963)  0.105
H (-0.662, 1.052, 3.393)  0.068
H (-0.017, 0.618, 4.944)  0.107
H (1.429, 2.974, 4.217)  0.110
H (1.240, 2.092, 2.737)  0.077
H (2.080, 0.416, 5.006)  0.092
H (3.271, 1.576, 4.510)  0.108
H (3.511, -0.610, 3.475)  0.069
H (3.479, 0.654, 2.297)  0.111
H (0.807, 0.019, 2.349)  0.059
H (1.422, -1.487, 2.998)  0.131
H (1.886, -0.369, 0.228)  0.138
H (2.715, -1.787, 0.838)  0.117
H (3.285, -4.086, 0.277)  0.062
H (3.220, -4.031, -1.520)  0.072
H (2.959, -5.519, -0.664)  0.067
H (-0.182, -4.893, -1.891)  0.069
C (-3.822, -6.690, -0.384)  0.041
N (-4.033, -8.093, 0.072)  -0.446
O (-3.048, -8.779, 0.283)  0.061
O (-5.186, -8.468, 0.199)  0.055
H (-2.758, -6.505, -0.451)  0.074
H (-4.303, -6.593, -1.346)  0.087
H (-4.289, -6.035, 0.345)  0.104
C (-3.309, -4.685, -4.306)  0.052
N (-1.868, -4.331, -4.401)  -0.411
O (-1.554, -3.417, -5.135)  0.082
O (-1.057, -4.993, -3.754)  0.041
H (-3.867, -4.025, -4.953)  0.061
H (-3.413, -5.718, -4.614)  0.071
H (-3.603, -4.562, -3.268)  0.104
C (6.578, -4.848, -3.210)  0.049
N (5.882, -4.874, -1.892)  -0.446
O (5.345, -5.909, -1.553)  0.065
O (5.890, -3.845, -1.246)  0.055
H (6.481, -5.827, -3.663)  0.093
H (6.102, -4.082, -3.815)  0.102
H (7.618, -4.597, -3.024)  0.099
C (8.245, -0.554, 2.846)  0.050
N (7.085, 0.324, 2.529)  -0.440
O (6.149, 0.305, 3.302)  0.067
O (7.171, 1.019, 1.530)  0.051
H (8.020, -1.093, 3.759)  0.093
H (8.377, -1.226, 2.012)  0.097
H (9.112, 0.089, 2.965)  0.100
C (-3.995, -0.106, -4.341)  0.062
N (-4.799, -0.897, -5.317)  -0.425
O (-5.570, -0.305, -6.049)  0.066
O (-4.629, -2.104, -5.333)  0.045
H (-4.255, 0.940, -4.451)  0.089
H (-4.241, -0.473, -3.349)  0.103
H (-2.948, -0.284, -4.570)  0.103
C (-1.158, 8.358, -2.494)  0.048
N (-0.339, 7.529, -1.573)  -0.420
O (0.843, 7.375, -1.826)  0.065
O (-0.904, 7.046, -0.604)  0.036
H (-0.511, 8.708, -3.290)  0.097
H (-1.957, 7.731, -2.879)  0.106
H (-1.560, 9.180, -1.903)  0.061
C (-3.043, -1.532, 3.744)  0.037
N (-3.846, -1.357, 4.987)  -0.444
O (-4.889, -0.733, 4.911)  0.064
O (-3.397, -1.854, 6.005)  0.055
H (-3.557, -1.042, 2.927)  0.095
H (-2.071, -1.082, 3.919)  0.084
H (-2.950, -2.600, 3.568)  0.102
C (-7.230, 2.833, -6.653)  0.040
N (-6.164, 3.803, -6.285)  -0.448
O (-5.705, 3.746, -5.158)  0.052
O (-5.816, 4.590, -7.147)  0.061
H (-7.429, 2.200, -5.797)  0.089
H (-8.109, 3.401, -6.941)  0.099
H (-6.856, 2.251, -7.490)  0.100
C (-1.664, 10.228, 2.096)  0.054
N (-1.588, 10.104, 0.615)  -0.431
O (-2.534, 9.607, 0.033)  0.057
O (-0.570, 10.503, 0.077)  0.064
H (-2.617, 9.830, 2.422)  0.096
H (-0.835, 9.663, 2.509)  0.104
H (-1.569, 11.283, 2.337)  0.101
C (4.004, -3.057, 6.784)  0.049
N (4.357, -2.105, 5.692)  -0.433
O (4.135, -0.923, 5.877)  0.068
O (4.843, -2.586, 4.684)  0.056
H (3.585, -2.492, 7.607)  0.094
H (3.285, -3.762, 6.379)  0.100
H (4.917, -3.567, 7.076)  0.099
C (-3.891, -9.052, -4.944)  0.053
N (-5.198, -8.339, -4.854)  -0.435
O (-6.198, -8.939, -5.178)  0.088
O (-5.171, -7.182, -4.452)  0.031
H (-4.076, -10.054, -5.310)  0.095
H (-3.261, -8.490, -5.627)  0.100
H (-3.457, -9.069, -3.948)  0.101
C (5.540, 3.164, -2.018)  0.047
N (6.109, 2.145, -2.944)  -0.448
O (5.341, 1.380, -3.497)  0.063
O (7.319, 2.153, -3.086)  0.056
H (4.463, 3.048, -1.993)  0.073
H (5.979, 2.996, -1.040)  0.099
H (5.818, 4.140, -2.405)  0.102

Summary:
Energy   -110099.0738 eV
Energy above the lowest of the compared OMol25 structures with the same formula, charge and spin   0.000 eV
Frontier orbital gap   8.05 eV
E_LUMO   -0.050 hartree
Strongest force on any atom   2.6 eV Å⁻¹

2.
This record from the Open Molecules 2025 dataset describes a structure of composition C30H68O36S7 at a distorted geometry. The level of theory is ωB97M-V with the def2-TZVPD basis set.

Last column: Löwdin charge in e.
CARTESIAN COORDINATES (ANGSTROEM)
C (-1.504, 5.166, 3.209)  -0.144
O (-1.639, 5.381, 1.871)  -0.180
C (-0.844, 4.456, 1.143)  -0.216
C (-0.642, 4.876, -0.258)  -0.191
O (0.441, 5.799, -0.436)  -0.199
C (0.192, 7.118, 0.037)  -0.074
H (-1.604, 4.059, 3.383)  0.099
H (-2.262, 5.657, 3.845)  0.099
H (-0.516, 5.407, 3.592)  0.086
H (-1.348, 3.438, 1.115)  0.142
H (0.153, 4.322, 1.568)  0.108
H (-1.549, 5.320, -0.696)  0.138
H (-0.322, 3.997, -0.851)  0.112
H (1.089, 7.683, -0.164)  0.077
H (-0.030, 7.137, 1.100)  0.086
H (-0.616, 7.614, -0.501)  0.095
C (4.839, -7.169, -5.401)  -0.120
O (4.225, -6.399, -4.388)  -0.186
C (5.086, -6.098, -3.293)  -0.219
C (4.411, -5.157, -2.324)  -0.221
O (4.247, -3.872, -2.903)  -0.177
C (3.499, -2.989, -2.086)  -0.110
H (5.784, -6.676, -5.724)  0.091
H (4.147, -7.170, -6.246)  0.087
H (5.112, -8.187, -5.069)  0.087
H (6.001, -5.614, -3.664)  0.128
H (5.387, -6.986, -2.717)  0.125
H (4.987, -5.136, -1.381)  0.128
H (3.370, -5.556, -2.101)  0.141
H (3.621, -1.946, -2.405)  0.083
H (3.783, -3.063, -1.032)  0.082
H (2.418, -3.206, -2.124)  0.085
C (-2.703, -8.616, 4.894)  -0.072
O (-3.694, -7.582, 4.605)  -0.183
C (-3.070, -6.555, 3.855)  -0.224
C (-3.958, -5.311, 3.688)  -0.171
O (-3.341, -4.514, 2.676)  -0.220
C (-4.047, -3.370, 2.171)  -0.075
H (-3.059, -9.129, 5.781)  0.081
H (-1.729, -8.151, 5.109)  0.089
H (-2.703, -9.329, 4.042)  0.094
H (-2.774, -6.927, 2.861)  0.110
H (-2.130, -6.214, 4.302)  0.117
H (-3.990, -4.728, 4.609)  0.127
H (-4.981, -5.588, 3.423)  0.128
H (-4.929, -3.610, 1.555)  0.091
H (-3.401, -2.663, 1.655)  0.057
H (-4.447, -2.866, 3.048)  0.087
C (6.297, 2.900, -3.544)  -0.070
O (4.897, 2.951, -3.908)  -0.179
C (4.068, 2.490, -2.855)  -0.211
C (2.620, 2.816, -3.151)  -0.191
O (2.333, 4.196, -2.992)  -0.190
C (1.075, 4.565, -3.460)  -0.112
H (6.810, 3.396, -4.335)  0.076
H (6.659, 1.875, -3.361)  0.096
H (6.389, 3.486, -2.639)  0.058
H (4.374, 2.921, -1.903)  0.101
H (4.150, 1.389, -2.769)  0.133
H (2.013, 2.196, -2.462)  0.114
H (2.403, 2.497, -4.182)  0.132
H (0.193, 4.081, -3.029)  0.064
H (1.112, 4.343, -4.547)  0.101
H (1.033, 5.649, -3.360)  0.094
C (-5.248, 3.447, 2.736)  -0.107
C (-4.875, 3.759, 1.291)  -0.088
O (-4.734, 2.426, 0.586)  -0.231
S (-5.370, 1.317, 1.563)  0.592
O (-4.609, 0.113, 1.462)  -0.258
O (-6.805, 1.179, 1.398)  -0.233
O (-4.955, 2.002, 2.937)  -0.195
H (-6.325, 3.483, 2.909)  0.127
H (-4.715, 4.050, 3.472)  0.132
H (-3.880, 4.141, 1.121)  0.105
H (-5.557, 4.354, 0.696)  0.128
C (-4.300, -2.313, -1.899)  -0.158
C (-4.096, -3.750, -2.358)  -0.134
O (-2.732, -3.840, -2.882)  -0.203
S (-2.128, -2.318, -3.112)  0.663
O (-2.436, -1.731, -4.379)  -0.218
O (-0.743, -2.293, -2.790)  -0.213
O (-3.006, -1.648, -1.861)  -0.231
H (-4.687, -2.119, -0.902)  0.126
H (-4.921, -1.751, -2.587)  0.123
H (-4.816, -4.046, -3.147)  0.140
H (-4.156, -4.523, -1.573)  0.126
C (1.824, 2.128, 3.595)  -0.122
C (3.293, 1.704, 3.373)  -0.075
O (4.043, 2.930, 3.893)  -0.236
S (3.042, 3.815, 4.893)  0.665
O (2.566, 4.992, 4.179)  -0.261
O (3.649, 3.858, 6.175)  -0.222
O (1.805, 2.741, 4.992)  -0.217
H (1.118, 1.294, 3.527)  0.118
H (1.541, 2.945, 2.945)  0.088
H (3.585, 1.600, 2.327)  0.124
H (3.724, 0.906, 3.972)  0.129
C (-1.529, -5.989, 0.076)  -0.064
C (-0.513, -7.103, 0.466)  -0.119
O (0.797, -6.400, 0.587)  -0.208
S (0.468, -5.010, 1.369)  0.628
O (1.485, -4.053, 1.037)  -0.229
O (0.118, -5.265, 2.758)  -0.244
O (-0.892, -4.652, 0.544)  -0.241
H (-2.450, -6.052, 0.679)  0.106
H (-1.792, -5.891, -0.967)  0.111
H (-0.411, -7.866, -0.317)  0.134
H (-0.710, -7.603, 1.441)  0.125
C (-2.482, 2.278, -2.040)  -0.130
C (-3.578, 1.406, -2.771)  -0.037
O (-4.485, 2.514, -3.401)  -0.232
S (-3.884, 4.006, -3.011)  0.642
O (-4.471, 4.484, -1.765)  -0.256
O (-3.979, 4.867, -4.144)  -0.223
O (-2.350, 3.537, -2.829)  -0.231
H (-1.455, 1.946, -2.074)  0.115
H (-2.713, 2.597, -1.006)  0.107
H (-4.265, 0.847, -2.056)  0.130
H (-3.283, 0.770, -3.640)  0.124
C (3.165, 5.098, 0.934)  -0.115
C (3.636, 5.761, -0.348)  -0.043
O (5.133, 5.991, 0.024)  -0.214
S (5.671, 4.661, 0.727)  0.611
O (6.502, 5.039, 1.846)  -0.243
O (6.229, 3.737, -0.222)  -0.252
O (4.246, 4.113, 1.279)  -0.232
H (2.245, 4.514, 0.928)  0.106
H (3.132, 5.779, 1.765)  0.114
H (3.161, 6.688, -0.611)  0.115
H (3.718, 5.090, -1.210)  0.109
C (-0.965, -1.335, 0.521)  -0.125
C (-0.291, -1.203, 1.839)  -0.109
O (0.991, -0.476, 1.536)  -0.210
S (0.802, 0.332, 0.105)  0.637
O (1.611, -0.253, -0.925)  -0.220
O (0.970, 1.752, 0.359)  -0.263
O (-0.787, 0.054, -0.111)  -0.216
H (-2.031, -1.550, 0.556)  0.104
H (-0.436, -1.990, -0.178)  0.111
H (-0.007, -2.187, 2.217)  0.119
H (-0.806, -0.637, 2.606)  0.134

Summary:
Energy   -181756.0509 eV
Energy above the lowest of the compared OMol25 structures with the same formula, charge and spin   0.361 eV
Frontier orbital gap   8.92 eV
E_LUMO   -0.010 hartree
Strongest force on any atom   2.9 eV Å⁻¹

3.
This record from the Open Molecules 2025 dataset describes a structure of composition C30H69AlCl2FN6O8S2 at a distorted geometry. The level of theory is ωB97M-V with the def2-TZVPD basis set.

Last column: Löwdin charge in e.
CARTESIAN COORDINATES (ANGSTROEM)
C (-3.527, -0.562, -3.120)  -0.068
C (-3.378, 0.314, -1.786)  -0.279
O (-3.702, 1.677, -2.058)  -0.182
C (-3.563, 2.490, -0.860)  -0.184
C (-2.016, 2.743, -0.647)  -0.189
C (-1.668, 3.901, 0.376)  -0.181
C (-0.196, 3.800, 1.000)  -0.163
C (0.814, 3.003, 0.098)  -0.208
N (2.206, 2.931, 0.631)  0.010
C (2.313, 2.253, 1.940)  -0.172
C (2.126, 0.677, 1.932)  -0.612
C (2.711, 0.183, 3.353)  -0.141
Cl (0.354, 0.157, 1.950)  0.624
C (3.122, 2.463, -0.335)  -0.198
N (4.441, 2.575, -0.186)  0.147
F (5.000, 3.136, 0.907)  0.067
N (2.629, 1.903, -1.563)  -0.077
C (3.258, 2.492, -2.788)  -0.139
C (2.065, 2.960, -3.765)  -0.239
C (2.351, 2.617, -5.290)  -0.200
C (1.234, 1.651, -5.886)  -0.194
C (-0.168, 2.399, -5.988)  -0.260
N (-1.159, 1.630, -5.172)  -0.023
C (2.583, 0.421, -1.578)  -0.209
C (3.964, -0.331, -1.404)  -0.226
C (3.884, -1.870, -1.878)  -0.426
S (2.146, -2.470, -1.693)  0.853
C (2.041, -4.233, -1.190)  -1.027
S (1.240, -5.251, -2.254)  0.707
N (2.526, -4.831, 0.037)  -0.246
C (3.924, -4.483, 0.373)  -0.219
C (4.129, -3.192, 1.261)  -0.105
C (1.580, -4.713, 1.164)  -0.228
C (0.800, -3.341, 1.255)  -0.137
H (-2.505, -0.716, -3.586)  0.061
H (-3.867, -1.605, -2.833)  0.078
H (-4.203, -0.070, -3.867)  0.080
H (-2.318, 0.145, -1.433)  0.104
H (-4.048, -0.145, -0.994)  0.112
H (-3.926, 1.864, 0.012)  0.113
H (-4.182, 3.423, -0.910)  0.132
H (-1.465, 2.892, -1.622)  0.105
H (-1.596, 1.784, -0.202)  0.087
H (-2.411, 3.832, 1.231)  0.115
H (-1.813, 4.891, -0.152)  0.112
H (0.142, 4.868, 1.172)  0.124
H (-0.334, 3.362, 2.038)  0.095
H (0.874, 3.573, -0.879)  0.016
H (0.485, 1.965, -0.178)  0.087
H (1.565, 2.645, 2.694)  0.132
H (3.321, 2.426, 2.435)  0.129
H (2.732, 0.138, 1.157)  0.077
H (3.803, -0.054, 3.143)  0.076
H (2.180, -0.740, 3.719)  0.042
H (2.660, 1.047, 4.070)  0.086
H (5.112, 2.251, -0.891)  0.186
H (3.885, 3.404, -2.550)  0.139
H (3.833, 1.704, -3.357)  0.112
H (1.154, 2.352, -3.465)  0.093
H (1.770, 4.078, -3.588)  -0.083
H (2.326, 3.585, -5.868)  0.116
H (3.374, 2.159, -5.402)  0.099
H (1.182, 0.674, -5.320)  0.105
H (1.594, 1.381, -6.927)  0.108
H (-0.523, 2.317, -7.058)  0.111
H (-0.088, 3.479, -5.674)  0.109
H (-0.711, 1.259, -4.324)  0.037
H (-1.881, 2.281, -4.839)  0.069
H (2.189, 0.134, -2.604)  0.132
H (1.787, 0.105, -0.847)  0.092
H (4.382, -0.274, -0.349)  0.097
H (4.714, 0.162, -2.095)  0.107
H (4.663, -2.455, -1.326)  0.070
H (4.147, -1.878, -2.972)  0.089
H (4.511, -4.489, -0.587)  0.119
H (4.330, -5.353, 0.982)  0.131
H (3.838, -2.224, 0.770)  0.038
H (5.239, -3.127, 1.489)  0.084
H (3.618, -3.245, 2.265)  0.064
H (0.794, -5.524, 1.036)  0.125
H (2.056, -4.921, 2.165)  0.120
H (0.158, -3.097, 0.365)  0.063
H (0.106, -3.307, 2.157)  0.078
H (1.494, -2.455, 1.396)  0.026
C (-3.006, -3.986, 1.744)  -0.147
O (-3.115, -2.613, 1.384)  -0.137
H (-4.004, -4.383, 1.922)  0.074
H (-2.535, -4.542, 0.928)  0.079
H (-2.409, -4.080, 2.656)  0.071
H (-2.222, -2.287, 1.232)  0.048
C (-6.523, -1.977, 1.427)  0.029
N (-7.204, -3.116, 0.759)  -0.430
O (-8.184, -2.867, 0.080)  0.056
O (-6.732, -4.220, 0.938)  0.062
H (-7.049, -1.060, 1.181)  0.065
H (-6.552, -2.161, 2.499)  0.108
H (-5.499, -1.944, 1.059)  0.084
O (-7.028, -0.392, -1.169)  -0.063
H (-7.121, 0.166, -1.950)  0.045
H (-7.823, -0.941, -1.175)  0.026
C (-7.766, 2.265, 2.852)  -0.088
C (-6.311, 1.998, 3.187)  -0.315
O (-5.770, 1.019, 2.305)  -0.100
H (-8.351, 1.345, 2.926)  0.077
H (-8.193, 3.009, 3.528)  0.076
H (-7.866, 2.626, 1.825)  0.075
H (-6.218, 1.617, 4.205)  0.112
H (-5.718, 2.914, 3.105)  0.106
H (-5.846, 1.362, 1.406)  0.065
O (5.791, -1.595, 3.767)  -0.009
C (5.942, -1.516, 5.051)  -0.351
C (5.750, -3.014, 5.712)  -0.473
O (5.874, -2.929, 6.999)  -0.065
H (5.231, -0.857, 5.604)  0.070
H (6.916, -1.164, 5.425)  0.154
H (6.455, -3.664, 5.174)  0.164
H (4.767, -3.390, 5.331)  -0.012
Al (3.559, -2.332, 6.234)  1.045
Cl (0.549, 5.107, -2.589)  0.027

Summary:
Energy   -113554.5043 eV
Net charge   +1
Frontier orbital gap   1.24 eV
E_LUMO   -0.305 hartree
Strongest force on any atom   4.5 eV Å⁻¹